# 1
Below is 6 unconnected molecules or ions with the total composition C23H44BrNO24S8, with properties calculated with wB97M-V/def2-TZVPD.

As for the SMILES: CCN(CC)C(=S)SCCC[C@H]1OS(=O)(=O)O[C@@H]1CCCBr.O=S1(=O)OCCO1.O=S1(=O)OCCO1.O=S1(=O)OCCO1.O=S1(=O)OCCO1.O=S1(=O)OCCO1. The frontier orbital gap is 7.751 eV. For the total energy, the calculation gives -8522.609648 Eh. As for the net charge: 0. The molar mass comes out at 1055.03 g mol⁻¹. The value obtained for the HOMO energy is -8.352 eV. The LUMO energy is -0.6014 eV.

```
101
Properties=species:S:1:pos:R:3:mulliken_charge:R:1
H -8.87 1.95 -0.74 0.08
O -11.16 4.23 -4.37 -0.35
O -5.49 0.96 -2.14 -0.25
H 11.39 2.79 -3.58 0.30
H 2.20 -5.14 0.39 0.45
H 8.81 -1.23 0.35 0.19
O -9.26 0.52 0.71 -0.33
H -0.27 -1.51 1.19 0.37
O -0.62 0.13 -2.66 -0.53
S 0.43 0.10 -1.62 1.10
H -3.00 0.56 -4.25 0.33
H 2.48 -1.51 -0.06 -2.16
H 9.24 3.85 -3.98 0.30
H 3.38 -1.31 -2.25 0.37
H -8.41 4.26 -4.55 0.31
C 5.77 0.39 0.56 0.01
C 11.00 3.42 -2.77 -0.40
C 0.48 -0.83 0.74 0.22
O 10.13 0.45 -1.79 -0.59
C 8.19 -1.33 1.26 -1.03
H 8.61 -2.17 1.85 0.41
C -1.69 -3.66 8.19 -0.37
N 6.15 -0.81 -0.15 0.09
H 2.88 0.42 0.56 -0.50
S -10.95 4.70 -5.91 1.10
C -3.66 1.12 -3.60 -0.40
C 6.77 -1.78 0.79 -0.47
C 3.59 -0.11 2.55 -0.03
O -6.04 3.23 -2.92 -0.58
H -1.87 -3.45 9.25 0.31
H 0.26 -4.62 8.09 0.29
O -7.07 0.78 1.74 -0.33
H 3.27 -3.71 0.35 0.22
C -8.64 1.74 0.30 -0.10
S -8.36 -0.19 1.86 1.10
H 0.12 -3.54 0.22 0.45
C 1.15 -3.30 -0.09 -1.48
C -4.31 0.24 -2.54 -0.38
H 2.52 1.67 1.79 0.52
S 5.32 0.46 2.34 -0.17
H 8.18 -0.41 1.87 0.30
C 2.26 -4.07 0.67 -0.52
H 6.08 -2.05 1.63 0.19
C 1.40 -1.74 -0.14 3.20
C 4.98 -1.51 -0.72 0.29
H 11.57 4.35 -2.73 0.31
O -2.17 -3.31 5.00 -0.52
H -4.62 -0.71 -2.96 0.30
H 3.46 -1.21 2.45 -0.52
H 0.41 0.75 2.20 0.38
S -6.02 1.87 -3.36 1.25
O -9.58 3.88 -6.19 -0.34
C -7.16 1.53 0.53 -0.33
H -6.61 2.47 0.62 0.35
C -10.23 3.19 -4.05 -0.13
O 11.12 2.70 -1.54 -0.33
C -9.03 3.45 -4.94 -0.14
O -8.00 -1.49 1.40 -0.54
O -7.15 1.23 -3.94 -0.60
C 4.16 -0.69 -1.75 -1.28
H 1.22 -3.62 -1.16 0.37
H 0.31 -2.86 8.34 0.28
S -1.45 -2.57 5.97 1.05
H 6.92 -2.74 0.23 0.48
O -8.98 0.03 3.12 -0.54
H 3.30 0.15 3.59 0.46
O -4.76 1.67 -4.34 -0.36
O -1.03 -1.22 5.76 -0.53
H 5.39 -2.39 -1.27 0.41
H -3.11 1.95 -3.14 0.32
O -10.66 6.10 -5.91 -0.54
H -2.17 -4.61 7.93 0.29
H 1.23 -0.75 2.76 0.27
S 9.81 1.77 -1.35 1.20
H 3.65 0.21 -1.32 0.05
H 2.61 -4.91 2.64 0.53
H -10.69 2.23 -4.28 0.34
H -3.66 0.07 -1.69 0.31
H 9.17 4.49 -2.32 0.29
C -0.22 -3.67 7.84 -0.32
H -9.03 2.55 0.93 0.32
C 1.13 -0.04 1.92 -0.80
S 5.80 1.83 -0.26 -0.13
Br 0.43 -3.70 3.00 -0.17
H 2.92 -3.18 2.61 0.03
H -9.97 3.23 -3.00 0.11
O 1.40 1.20 -1.76 -0.56
C 2.22 -3.95 2.23 -0.34
O 9.26 2.04 -0.06 -0.50
O 8.89 2.46 -2.47 -0.28
O 1.05 -1.43 -1.53 -0.61
H -8.42 2.56 -5.08 0.19
O -0.25 0.07 -0.12 -0.39
C 9.51 3.66 -2.94 -0.32
C 2.54 0.57 1.60 0.25
H 4.87 -0.28 -2.50 0.38
H 4.38 -1.94 0.12 -0.22
H -6.72 0.93 -0.27 0.35
O -2.26 -2.63 7.37 -0.31
O -11.99 4.13 -6.71 -0.54
O -0.17 -3.45 6.43 -0.23
```



# 2
Below is a gas-phase ion, C23H44ClF5IN3O5PS (charge +1), with properties calculated with wB97M-V/def2-TZVPD.

As for the SMILES: CCCCCCCCCCCCCCCC[C@@H]1O[C@@](Cl)(CCN)[C@H](P(=N)(O)O)[N@@+]1(I)S(=O)(=O)C(F)(F)C(F)(F)F. The energy above the lowest of the compared OMol25 structures with the same formula, charge and spin comes out at 0.0 kJ/mol. The frontier orbital gap is 6.211 eV. For the total energy, the calculation gives -3439.697970 Eh. As for the net charge: +1. The molar mass comes out at 763.01 g mol⁻¹. The value obtained for the HOMO energy is -11.841 eV. The LUMO energy is -5.6298 eV.

```
84
Properties=species:S:1:pos:R:3:mulliken_charge:R:1
H 6.64 0.10 1.89 0.38
H -1.71 -1.79 -2.93 0.25
H -4.12 -1.77 -2.30 0.39
H -7.91 -0.05 3.09 0.32
H 4.12 -0.12 -0.71 0.17
P -6.57 1.09 1.84 0.94
H -3.17 -1.53 3.57 0.51
C -3.94 -2.22 -1.33 -1.69
O -6.11 1.61 3.27 -0.58
Cl -5.68 -1.98 2.76 -0.14
H 0.50 -2.33 -0.25 0.22
C 7.06 1.62 3.40 -0.42
F -5.84 3.81 -3.57 -0.22
S -3.88 1.25 -1.18 1.02
H 6.21 0.23 -2.63 0.44
H 5.74 1.60 -3.62 0.38
H -3.87 0.05 3.82 0.33
O -2.89 1.68 -0.24 -0.56
H -2.26 0.84 1.87 0.10
F -5.06 3.58 -0.74 -0.16
C 5.50 1.06 -2.70 -1.00
C 4.09 0.50 -2.78 -0.77
H 5.95 3.00 -1.83 0.45
H -2.81 -0.73 -0.40 0.73
N -4.85 0.01 -0.24 -0.40
H 1.84 -0.64 -2.51 0.27
H -1.15 -1.49 -1.26 0.08
H 8.20 0.87 1.74 0.26
C 0.86 -3.00 -1.03 -0.60
H -0.55 -4.20 -2.11 0.36
C -2.09 0.05 2.60 -0.61
H -1.37 -1.84 2.22 0.33
O -3.84 -1.73 1.00 -0.19
H 5.48 0.42 4.28 0.32
H 2.42 -2.95 -2.51 0.27
H 4.47 -1.37 -1.86 0.32
C -3.81 -1.16 -0.27 0.74
H 6.40 2.49 3.41 0.34
H 5.55 2.19 1.10 0.38
C 2.36 -0.99 -1.61 -0.31
C -4.75 2.85 -1.76 0.48
H -2.39 -3.45 -0.43 0.25
I -6.70 -0.66 -1.09 0.44
F -7.09 2.76 -2.18 -0.19
H 3.95 0.00 -3.74 0.43
C 6.54 0.60 4.41 -1.33
C -4.43 -0.93 1.99 1.22
C -3.40 -0.59 3.07 -1.28
H 7.11 2.99 1.03 0.33
H -5.20 1.43 3.53 0.39
C 7.14 1.07 1.97 -0.62
H 4.77 2.03 -0.94 0.36
O -3.53 0.53 -2.37 -0.54
C 6.78 1.50 -0.51 -0.76
H 6.74 0.41 -0.47 0.44
C 6.62 2.03 0.92 -0.77
F -5.81 1.66 -3.53 -0.20
H 1.86 -0.56 -0.74 0.29
H 6.68 0.97 5.43 0.39
H -2.84 -3.86 -2.06 0.48
O -7.67 -0.01 2.15 -0.43
H -0.97 -0.77 1.08 0.05
C -2.63 -3.02 -1.41 -1.01
H 3.00 -2.89 -0.87 0.47
F -3.69 3.37 -2.36 -0.23
C -0.20 -3.16 -2.14 -0.98
H 7.06 -0.35 4.32 0.33
C 3.81 -0.52 -1.68 -0.51
H 0.24 -3.03 -3.12 0.54
H 7.77 1.77 -0.89 0.41
C -1.44 -2.26 -1.98 -0.04
C 2.22 -2.52 -1.53 -0.94
H 8.05 1.95 3.73 0.34
C -5.00 0.29 1.26 -0.81
C 5.72 1.99 -1.49 -0.72
C -5.93 2.76 -2.80 0.63
H -4.75 -2.91 -1.09 0.65
H 3.38 1.34 -2.71 0.34
N -6.98 2.18 0.84 -0.56
H -4.28 1.08 1.48 0.32
H 1.02 -3.97 -0.56 0.38
H -1.67 0.55 3.48 0.54
H -7.93 2.07 0.50 0.25
N -1.09 -0.88 2.08 -0.48
```



# 3
Below is a molecular structure, C23H44CoNP3Se, with properties calculated with wB97M-V/def2-TZVPD.

The expectation value of S² is 6.071. As for the spin multiplicity: 5. The energy above the lowest of the compared OMol25 structures with the same formula, charge and spin comes out at 130.7 kJ/mol. The frontier orbital gap (spin up / spin down) is 7.577 / 4.620 eV. For the total energy, the calculation gives -5764.706311 Eh. As for the net charge: +3. The molar mass comes out at 565.43 g mol⁻¹. The value obtained for the HOMO energy (spin up / spin down) is -16.309 / -16.313 eV. The LUMO energy (spin up / spin down) is -8.7317 / -11.6928 eV.

```
73
Properties=species:S:1:pos:R:3:mulliken_charge:R:1
H 2.52 -1.99 1.54 0.46
H -2.58 -0.38 6.38 0.43
C 0.70 1.83 -5.09 -0.59
H -0.49 4.02 0.24 0.35
H -0.52 -0.59 -2.95 0.41
C 1.80 2.13 2.62 -1.10
H 1.85 -2.46 -1.24 0.41
H 0.89 2.90 -5.20 0.43
H -2.95 -1.42 1.50 0.51
H 1.24 1.46 -7.16 0.43
H 1.29 3.89 0.16 0.38
H 1.75 1.31 3.35 0.16
H 0.50 4.51 1.68 0.53
H 1.76 -0.31 6.27 0.45
P 2.00 -0.32 -0.12 0.79
H -1.42 -3.59 -3.85 0.27
C -0.71 -3.63 -5.93 -0.69
H -2.59 -1.80 4.35 0.50
C -1.65 -1.49 4.79 -0.34
H 3.90 -0.88 1.31 0.48
C 0.42 3.80 0.83 -1.55
P -1.99 0.20 0.01 1.04
H -0.12 -1.87 -4.82 0.00
H 4.17 0.55 -0.81 0.50
Co 0.09 0.51 0.12 -0.59
H -1.99 2.37 2.29 0.24
H 0.83 -1.08 -6.92 0.47
H 3.51 -1.81 -1.32 0.49
H 0.39 -2.36 2.30 0.08
H -2.60 2.58 0.51 0.25
N -0.43 -2.45 2.90 -0.24
C 0.18 -0.84 -4.91 -0.27
C -1.01 2.27 2.76 -0.87
H -3.90 1.65 -0.36 0.52
H -3.93 -0.64 -1.17 0.52
H -0.08 0.85 -1.50 -0.11
C -2.84 -0.76 -1.30 -1.34
C -0.41 -0.21 6.43 -0.49
P 0.34 2.09 1.51 1.01
C 0.92 1.03 -6.21 -0.64
H -2.45 2.26 -1.26 0.31
H -1.02 1.38 3.40 -0.10
H -1.29 -2.52 2.37 0.28
C 3.19 1.02 -0.63 -1.21
C -2.82 1.86 -0.30 -1.28
C -2.84 -0.33 1.54 -0.81
H 1.72 -1.73 4.24 0.65
H 2.49 -0.35 2.26 -0.01
C 0.80 -0.64 5.84 -0.56
C 2.81 -0.95 1.40 -0.94
H 2.22 -1.15 -2.39 0.37
C 0.76 -1.46 4.71 -0.25
H -0.80 3.16 3.39 0.53
C -1.63 -0.67 5.91 -0.45
Se 0.15 2.30 -2.24 0.30
H -3.83 0.15 1.58 0.48
C 0.70 -0.36 -6.10 -0.41
C -0.46 -1.85 4.12 0.42
C 0.23 1.30 -3.85 0.89
H 2.82 1.48 -1.57 0.27
H -2.57 -1.82 -1.17 0.41
H 1.81 3.09 3.17 0.51
H -0.40 0.48 7.29 0.45
H 3.28 1.80 0.14 0.24
C -0.09 -0.06 -3.81 -0.23
H -1.48 -2.97 -6.34 0.35
H 2.74 2.01 2.06 0.27
H 0.18 -4.53 -4.18 0.27
H -0.04 -4.02 -6.72 0.29
H -2.27 -0.02 2.42 -0.07
H -2.54 -0.41 -2.30 0.43
C 2.44 -1.56 -1.39 -1.28
C -0.64 -3.93 -4.59 -0.43
```



Look up the net charge of the second one. +1